Density functional theory data (wB97M-V/def2-TZVPD) for a structure of composition C19H17FN2O3 in a non-equilibrium geometry.

## Properties
* 2S+1: 1
* lowest unoccupied orbital energy: 0.0 eV
* Kohn-Sham gap: 0.28110 Ha
* relative energy (zero: lowest compared OMol25 entry of this formula, charge and spin): 14.2004 eV
* molar mass: 340.35 g/mol
* calculated total energy: -31806.7118 eV

Atoms and positions in Å:
C  -3.81  3.61  0.01
C  -3.23  2.19  -0.24
C  -2.21  1.78  0.50
C  -1.90  0.33  0.30
C  -0.93  -0.61  0.78
C  -1.05  -1.76  0.35
N  -2.09  -1.79  -0.49
C  -2.61  -0.42  -0.78
C  -3.68  0.10  -1.52
C  -3.97  1.33  -1.21
H  -4.87  2.00  -1.77
H  -4.24  -0.42  -2.28
C  -2.31  -2.93  -1.66
H  -2.99  -2.28  -2.28
H  -1.45  -3.15  -2.16
H  -2.89  -3.59  -0.88
C  -0.13  -2.97  0.67
O  0.84  -2.79  1.34
O  -0.49  -3.89  0.09
H  0.00  -4.64  0.55
C  -0.12  0.01  1.96
H  0.14  -0.75  2.80
H  -0.62  0.83  2.74
C  1.08  0.79  1.64
O  1.22  2.11  1.17
N  2.16  -0.12  1.01
C  3.31  -0.07  0.40
C  3.80  1.57  0.11
C  4.91  1.55  -0.36
C  5.78  0.45  -0.74
C  5.32  -0.69  -0.61
C  4.05  -1.01  -0.08
H  3.76  -1.94  0.28
H  5.90  -1.77  -0.86
F  6.91  0.60  -1.41
H  5.40  2.78  -0.65
H  3.18  2.26  0.24
H  1.85  -1.11  1.40
H  -1.88  2.35  1.28
H  -5.01  3.75  0.34
H  -3.18  4.06  0.83
H  -3.93  4.22  -0.78

=====

Density functional theory data (wB97M-V/def2-TZVPD) for an isolated molecule of C6H13N in a non-equilibrium geometry.

## Properties
* 2S+1: 1
* lowest unoccupied orbital energy: 1.1 eV
* Kohn-Sham gap: 0.32699 Ha
* relative energy (zero: lowest compared OMol25 entry of this formula, charge and spin): 2.0402 eV
* molar mass: 99.18 g/mol
* structure (SMILES): C/C=C(\C)N(C)C
* calculated total energy: -7920.7929 eV

Atoms and positions in Å:
C  2.03  -0.49  0.74
C  1.58  1.45  -0.58
C  -0.62  -1.73  -0.57
C  -2.68  0.37  0.26
N  1.20  0.09  -0.29
C  -0.37  -0.30  -0.26
C  -1.03  0.67  0.27
H  -0.77  1.68  0.56
H  1.74  -1.52  0.93
H  0.95  1.84  -1.38
H  1.98  0.07  1.68
H  3.08  -0.50  0.41
H  2.62  1.47  -0.91
H  1.50  2.13  0.29
H  -1.47  -1.81  -1.26
H  0.27  -2.14  -1.04
H  -0.86  -2.31  0.32
H  -3.00  0.09  1.26
H  -3.14  1.33  0.01
H  -3.01  -0.38  -0.45

=====

Density functional theory data (wB97M-V/def2-TZVPD) for a structure of composition C5H8N2O3 in a non-equilibrium geometry.

## Properties
* 2S+1: 1
* lowest unoccupied orbital energy: -0.3 eV
* Kohn-Sham gap: 0.34748 Ha
* relative energy (zero: lowest compared OMol25 entry of this formula, charge and spin): 2.7471 eV
* molar mass: 144.13 g/mol
* calculated total energy: -14434.9972 eV

Atoms and positions in Å:
C  -1.18  1.63  0.25
C  -0.41  0.62  0.97
C  -0.60  -0.70  0.85
C  -2.85  -0.35  -0.14
C  2.72  -0.32  -0.55
H  -3.00  1.71  -0.62
H  0.62  0.66  1.23
H  0.17  -1.55  1.04
H  -1.91  -2.31  -0.28
H  4.59  -0.33  -0.51
H  1.87  0.43  -0.45
H  2.68  -0.48  -1.63
H  2.44  -1.14  -0.01
N  -2.45  1.06  -0.12
N  -1.86  -1.15  0.43
O  -0.87  2.81  -0.03
O  -3.90  -0.72  -0.52
O  3.94  0.14  0.07